[1]
Entry from the OMol25 dataset: C23H66O17Ti as an isolated structure (wB97M-V/def2-TZVPD).

Element x y z (Å)
Ti 12.155 11.994 13.701
C 10.020 11.743 10.176
C 10.294 12.499 11.509
O 10.294 11.635 12.682
H 9.026 11.291 10.174
H 10.786 10.998 10.026
H 10.258 12.403 9.302
H 9.488 13.211 11.705
H 11.282 13.047 11.442
C 15.102 9.903 12.436
C 14.176 10.814 11.561
O 13.836 11.874 12.382
H 15.779 10.483 13.088
H 15.764 9.399 11.720
H 14.547 9.260 13.097
H 13.326 10.228 11.187
H 14.737 11.066 10.677
C 9.104 15.979 12.927
C 9.682 16.951 11.891
O 8.705 18.017 11.940
C 7.556 17.580 12.460
O 6.566 18.219 12.638
O 7.661 16.285 12.798
H 9.430 16.231 13.928
H 9.333 14.981 12.659
H 9.806 16.521 10.876
H 10.563 17.435 12.212
C 12.450 17.001 7.840
O 12.350 16.267 9.097
C 12.926 14.995 9.022
C 14.395 14.958 9.336
O 15.169 15.587 8.374
C 16.419 16.010 8.972
H 11.953 17.938 8.056
H 11.822 16.456 7.113
H 13.478 17.134 7.572
H 12.746 14.547 8.018
H 12.507 14.419 9.820
H 14.694 13.942 9.470
H 14.531 15.445 10.315
H 17.056 16.563 8.258
H 17.015 15.136 9.254
H 16.239 16.562 9.903
C 12.100 7.716 15.755
O 10.719 7.204 15.761
C 9.759 8.206 15.643
C 9.775 9.272 16.706
O 9.771 8.755 18.044
C 9.883 9.804 18.978
H 12.743 6.902 15.499
H 12.448 7.947 16.790
H 12.172 8.586 15.106
H 8.842 7.618 15.700
H 9.916 8.767 14.757
H 8.899 9.890 16.388
H 10.613 9.932 16.521
H 10.773 10.458 18.716
H 9.998 9.374 19.984
H 8.987 10.383 18.957
C 12.801 15.611 14.265
O 12.700 14.447 13.421
H 11.848 15.611 14.854
H 13.682 15.540 14.895
H 12.883 16.540 13.674
H 13.570 14.305 13.030
C 10.813 13.348 16.568
O 10.625 12.839 15.280
H 10.103 14.204 16.729
H 10.612 12.565 17.224
H 11.866 13.713 16.676
H 9.676 12.731 15.050
C 15.368 10.164 17.569
O 15.281 9.067 16.673
H 15.460 11.090 17.016
H 14.434 10.209 18.175
H 16.244 10.112 18.209
H 14.576 9.275 16.029
C 5.605 9.540 15.358
O 6.556 8.689 14.695
H 4.705 8.944 15.505
H 5.980 9.883 16.328
H 5.241 10.461 14.815
H 7.198 9.228 14.181
C 6.642 12.839 13.571
O 7.983 13.148 13.798
H 6.204 11.959 14.043
H 6.025 13.712 13.882
H 6.336 12.813 12.517
H 8.529 12.372 13.620
C 11.818 8.496 12.363
O 11.563 9.517 13.334
H 10.967 7.805 12.366
H 12.024 8.806 11.330
H 12.640 7.871 12.730
H 10.964 10.190 12.873
C 7.169 10.362 11.940
O 8.111 10.333 13.008
H 7.070 11.349 11.457
H 7.329 9.528 11.213
H 6.163 10.212 12.391
H 8.964 10.875 12.760
C 16.093 13.905 13.782
O 15.313 13.865 12.649
H 15.833 13.167 14.528
H 17.187 13.625 13.564
H 16.071 14.931 14.154
H 14.746 12.975 12.495

Forces on the atoms, in the same order (eV/Å):
1.1 0.2 0.4
1.0 1.0 0.3
0.2 -0.6 0.4
-0.3 0.8 -1.3
0.2 0.2 -0.3
0.1 -0.7 0.3
-0.9 -0.1 0.6
0.1 0.3 -0.4
-0.9 -0.4 0.0
0.6 0.5 -1.3
1.0 -1.1 2.1
-1.6 1.0 -0.3
-0.5 0.2 -0.4
-0.1 -0.7 0.4
-0.2 -0.5 0.0
-0.1 0.2 0.2
0.4 0.7 -0.5
-0.6 1.4 -1.1
-1.0 -0.2 0.2
0.1 0.5 -0.7
-0.3 -0.5 0.3
0.1 0.3 -0.3
1.2 -1.0 0.5
-0.1 -0.1 0.3
-0.3 -1.0 0.1
-0.3 0.4 0.6
1.3 0.1 0.2
-1.4 -0.9 1.5
0.0 1.0 -0.8
0.6 -0.2 -0.8
-0.5 0.6 0.9
1.7 1.3 -0.2
0.0 -0.6 -0.4
0.1 0.3 -0.1
0.6 0.2 -0.2
0.5 0.0 -0.5
-0.1 0.0 0.6
-0.7 -0.6 0.3
0.3 -1.1 0.1
0.0 -0.1 -0.1
-0.8 0.0 0.2
-0.1 -0.2 0.1
0.0 0.2 -0.3
-1.3 -0.2 1.5
2.5 -0.1 0.1
-0.3 -0.9 1.5
-0.6 -0.1 -0.1
-0.1 0.5 -0.9
1.4 -0.2 -0.2
0.3 -0.5 -0.8
-0.6 0.3 -0.5
0.2 -0.1 0.0
-0.3 0.5 -0.4
-0.4 0.3 -1.4
0.0 -0.2 1.0
0.7 0.2 0.3
-0.9 -0.6 0.5
0.1 0.1 -0.4
-0.7 0.8 0.1
-1.1 -0.6 -0.3
-0.7 0.5 0.4
1.0 0.2 -0.3
0.0 0.0 0.4
-0.1 -0.3 0.1
0.8 -0.1 -0.3
0.1 2.2 -0.6
-0.3 -0.3 -1.7
0.6 -0.6 0.1
-0.2 -1.1 1.8
-0.9 -0.5 -0.2
0.8 0.3 0.5
-1.1 0.1 -0.1
0.0 -0.1 -0.2
-0.1 0.4 -0.1
0.7 0.1 -0.1
0.1 -0.5 0.0
0.4 0.0 0.4
0.0 0.1 -0.5
-0.5 1.0 -0.1
0.0 -0.1 0.2
0.0 -0.1 0.0
0.7 -1.0 0.1
-0.2 -0.1 0.4
-2.1 1.6 -0.4
0.2 0.0 0.4
0.7 0.0 0.2
0.6 -0.4 0.4
0.6 -0.3 -0.1
0.0 -0.2 -0.4
-0.3 -1.0 0.9
0.0 0.6 -1.7
-0.2 0.1 -0.3
-0.1 0.3 0.4
0.2 0.4 -0.2
0.2 -0.5 0.5
-0.8 -0.5 0.3
0.2 0.6 -0.8
0.5 -0.5 -0.2
0.1 0.7 0.3
0.5 -0.2 -0.3
-0.5 -0.9 0.3
2.0 -0.5 -0.3
-1.2 -0.3 -1.2
-0.6 0.0 0.5
-1.1 0.6 0.0
0.2 -0.1 0.5
0.7 0.2 0.3

## Properties
HOMO level (alpha / beta): -1.25 / -6.50 eV
Spin multiplicity: 4
Gap between HOMO and LUMO (alpha / beta): 3.559 / 8.742 eV
Energy relative to the best compared isomer or geometry (same formula, charge and spin): 0.0 kJ/mol
Net charge: -1
LUMO level (alpha / beta): 2.3 / 2.2 eV

Löwdin atomic charge list, values in e, 99 entries: Ti 0.770; C -0.054; C -0.295; O -0.438; H 0.053; H 0.056; H 0.080; H 0.082; H 0.097; C -0.071; C -0.364; O -0.389; H 0.073; H 0.062; H 0.039; H 0.070; H 0.088; C -0.064; C -0.080; O 0.055; C -0.614; O 0.144; O 0.058; H 0.129; H 0.082; H 0.141; H 0.110; C -0.062; O -0.191; C -0.220; C -0.249; O -0.182; C -0.081; H 0.079; H 0.091; H 0.069; H 0.138; H 0.106; H 0.120; H 0.122; H 0.087; H 0.084; H 0.088; C -0.071; O -0.168; C -0.236; C -0.212; O -0.163; C -0.126; H 0.073; H 0.091; H 0.048; H 0.129; H 0.088; H 0.132; H 0.095; H 0.096; H 0.086; H 0.066; C -0.113; O -0.197; H 0.080; H 0.071; H 0.079; H 0.019; C -0.154; O -0.241; H 0.101; H 0.036; H 0.085; H 0.078; C -0.184; O -0.151; H 0.051; H 0.077; H 0.067; H 0.054; C -0.159; O -0.141; H 0.068; H 0.070; H 0.065; H 0.031; C -0.168; O -0.113; H 0.049; H 0.096; H 0.072; H 0.029; C -0.136; O -0.246; H 0.086; H 0.071; H 0.078; H 0.029; C -0.173; O -0.196; H 0.065; H 0.094

=====

[2]
Entry from the OMol25 dataset: a 7-piece molecular cluster, C14H44ClO22P4 overall (wB97M-V/def2-TZVPD).

Element x y z (Å)
Cl -0.808 1.777 0.174
O 0.138 1.810 -0.918
O -1.168 3.114 0.558
O -2.007 1.070 -0.228
O -0.206 1.073 1.283
C 4.817 -5.039 -0.392
O 3.622 -4.461 0.105
P 2.561 -3.788 -0.870
O 3.109 -3.427 -2.145
O 1.378 -4.780 -0.919
C 0.717 -5.180 0.272
O 1.974 -2.652 0.007
C 2.817 -1.523 0.319
H 4.890 -5.074 -1.477
H 4.899 -6.081 -0.033
H 5.680 -4.509 0.021
H -0.336 -4.903 0.185
H 1.112 -4.645 1.133
H 0.803 -6.256 0.367
H 2.912 -1.422 1.402
H 2.350 -0.607 -0.048
H 3.814 -1.592 -0.126
C 6.124 3.395 -1.439
O 5.039 3.248 -0.543
P 4.818 4.190 0.681
O 6.004 4.643 1.361
O 3.961 5.338 0.038
C 3.573 6.471 0.898
O 3.817 3.405 1.586
C 2.601 2.850 1.041
H 5.742 3.633 -2.431
H 6.648 2.443 -1.506
H 6.809 4.170 -1.099
H 3.846 6.328 1.957
H 2.477 6.567 0.920
H 4.032 7.389 0.535
H 1.718 3.415 1.363
H 2.468 1.847 1.433
H 2.568 2.861 -0.046
C -4.254 2.432 0.675
O -5.534 1.759 0.585
P -5.695 0.271 1.020
O -5.275 -0.074 2.371
O -7.200 0.146 0.695
C -7.747 -1.143 0.654
O -5.034 -0.603 -0.109
C -3.703 -1.301 0.057
H -3.418 1.717 0.743
H -4.217 2.993 1.609
H -4.120 3.015 -0.218
H -7.017 -1.911 0.902
H -8.196 -1.299 -0.326
H -8.564 -1.208 1.388
H -3.211 -1.009 0.983
H -3.065 -0.966 -0.768
H -3.826 -2.375 -0.019
C -2.065 -2.182 -5.145
O -2.563 -2.612 -3.870
P -1.621 -3.416 -2.924
O -2.178 -3.603 -1.613
O -1.366 -4.691 -3.768
C -0.515 -5.643 -3.164
O -0.271 -2.628 -2.944
C -0.368 -1.358 -2.199
H -1.312 -2.874 -5.540
H -1.640 -1.185 -5.069
H -2.900 -2.194 -5.842
H -0.722 -6.626 -3.572
H -0.649 -5.633 -2.089
H 0.537 -5.414 -3.348
H -0.381 -0.526 -2.894
H 0.493 -1.248 -1.547
H -1.239 -1.371 -1.545
C -0.881 6.142 1.961
O -0.327 7.126 2.862
H -1.915 5.859 2.222
H -0.924 6.565 0.959
H -0.312 5.206 1.916
H -0.452 6.817 3.763
C 0.037 -0.128 4.844
O -0.917 0.503 5.714
H 0.962 -0.310 5.410
H -0.304 -1.088 4.451
H 0.344 0.533 4.020
H -1.784 0.434 5.293

Forces on the atoms, in the same order (eV/Å):
0.3 -0.6 -0.2
-0.1 0.1 -0.1
0.0 0.4 0.2
0.9 -0.3 -0.5
0.0 0.1 0.2
0.7 -0.9 0.4
0.3 -0.1 0.2
0.3 -0.2 0.9
0.7 0.3 -1.8
-0.6 -0.7 -0.5
-0.7 0.2 0.3
0.0 1.1 0.7
0.0 0.6 0.2
-0.2 0.3 0.0
-0.2 0.4 0.0
-0.2 0.1 -0.1
0.1 0.0 -0.1
0.1 -0.3 0.1
0.1 -0.1 0.2
-0.1 -0.3 -0.1
-0.1 -0.2 -0.1
-0.2 -0.2 0.0
0.2 0.0 -0.3
-0.2 -0.7 -0.4
-1.0 -0.1 -0.1
1.4 0.4 0.9
-0.8 1.8 0.3
-0.3 -0.6 0.3
-0.2 -0.5 0.2
-0.8 0.2 0.0
-0.1 0.1 0.1
0.1 0.0 0.1
0.0 0.0 0.0
0.3 -0.2 -0.5
0.4 -0.1 -0.5
0.0 -0.2 -0.1
0.4 0.1 0.2
0.2 -0.1 -0.1
0.3 -0.2 0.0
0.3 -1.1 1.1
0.1 0.9 -0.2
1.6 0.4 -0.2
0.3 -0.3 0.8
-1.4 0.2 -0.3
-1.1 -0.6 0.4
1.7 -1.3 -0.1
-0.6 0.9 -0.5
-0.9 0.4 -0.1
-0.2 0.4 -0.2
0.0 0.4 -0.2
0.0 -0.1 -0.2
0.3 -0.2 -0.1
0.2 0.1 -0.1
-0.3 0.0 0.1
-0.5 0.0 0.2
-0.4 0.0 0.1
0.0 -0.4 -0.2
-0.7 0.6 -0.9
0.0 1.1 -0.6
-0.8 -0.6 1.9
0.3 -0.8 -0.8
1.0 -0.6 0.2
0.7 0.8 0.4
0.3 -0.2 0.2
-0.1 0.1 0.2
0.0 0.1 0.1
-0.1 0.2 0.1
-0.3 0.0 0.0
-0.2 -0.2 0.2
-0.1 0.2 -0.1
-0.2 0.0 -0.1
0.2 -0.2 -0.2
0.0 0.1 -0.2
-0.4 -0.2 0.3
-0.2 -0.4 -0.5
0.3 0.2 0.1
0.2 0.2 0.1
0.1 0.3 0.1
0.0 -0.1 -0.1
0.5 0.5 0.2
0.2 -0.5 -0.4
-0.4 0.0 0.1
-0.1 0.1 0.0
-0.4 -0.2 0.0
0.3 0.1 0.0

## Properties
HOMO level: -7.14 eV
Spin multiplicity: 1
Gap between HOMO and LUMO: 9.417 eV
Energy relative to the best compared isomer or geometry (same formula, charge and spin): 0.0 kJ/mol
Net charge: -1
LUMO level: 2.3 eV

Atom-resolved charges from Löwdin, all expressed in e: Cl 0.652; O -0.358; O -0.349; O -0.395; O -0.367; C -0.109; O -0.205; P 0.256; O -0.194; O -0.213; C -0.078; O -0.206; C -0.058; H 0.080; H 0.088; H 0.087; H 0.089; H 0.088; H 0.092; H 0.095; H 0.085; H 0.090; C -0.092; O -0.202; P 0.248; O -0.215; O -0.210; C -0.058; O -0.190; C -0.074; H 0.089; H 0.087; H 0.084; H 0.090; H 0.085; H 0.082; H 0.082; H 0.078; H 0.081; C -0.076; O -0.204; P 0.252; O -0.229; O -0.193; C -0.118; O -0.207; C -0.030; H 0.040; H 0.091; H 0.088; H 0.085; H 0.089; H 0.090; H 0.083; H 0.050; H 0.070; C -0.083; O -0.186; P 0.240; O -0.193; O -0.178; C -0.096; O -0.195; C -0.030; H 0.088; H 0.086; H 0.087; H 0.090; H 0.061; H 0.093; H 0.093; H 0.073; H 0.059; C -0.153; O -0.141; H 0.080; H 0.076; H 0.054; H 0.064; C -0.159; O -0.134; H 0.072; H 0.075; H 0.065; H 0.075

=====

[3]
Entry from the OMol25 dataset: C5H10O2 as an isolated structure (wB97M-V/def2-TZVPD).

Element x y z (Å)
C -1.813 -1.452 -0.182
O -1.257 -0.335 -0.825
C 0.413 1.627 0.847
C 1.063 0.477 1.568
O 2.364 1.024 1.180
C 1.649 2.028 0.552
C -0.206 -0.647 -1.711
H -1.048 -2.072 0.308
H -2.511 -1.086 0.578
H -2.364 -2.090 -0.887
H -0.597 1.930 0.638
H 0.928 -0.515 1.127
H 0.980 0.455 2.658
H 2.164 2.826 0.030
H -0.335 -0.075 -2.635
H 0.764 -0.382 -1.271
H -0.195 -1.712 -1.974

Forces on the atoms, in the same order (eV/Å):
-0.1 -0.2 0.1
-0.1 0.1 0.0
0.1 0.1 0.0
-0.2 -0.2 0.1
0.2 0.0 0.0
0.0 0.3 -0.1
0.2 -0.1 -0.2
0.0 0.1 0.0
0.1 -0.1 -0.1
0.1 0.1 0.1
0.1 0.0 0.0
0.0 0.1 0.1
0.0 -0.1 -0.2
-0.1 -0.1 0.0
0.0 0.0 0.1
-0.1 0.0 0.0
0.0 0.1 0.0

## Properties
HOMO level: -8.78 eV
Spin multiplicity: 1
Gap between HOMO and LUMO: 9.764 eV
Energy relative to the best compared isomer or geometry (same formula, charge and spin): 390.7 kJ/mol
LUMO level: 1.0 eV

Atom-resolved charges from natural (NBO), all expressed in e: C -0.246; O -0.554; C -0.344; C -0.082; O -0.509; C 0.124; C -0.254; H 0.161; H 0.192; H 0.167; H 0.233; H 0.188; H 0.193; H 0.195; H 0.188; H 0.178; H 0.170

=====

[4]
Entry from the OMol25 dataset: one molecule with the formula C4H4N2O (wB97M-V/def2-TZVPD).

Element x y z (Å)
O -2.525 -1.267 0.059
C -1.954 -0.209 -0.076
C -0.479 -0.057 -0.105
N 0.338 -1.079 -0.114
C 1.627 -0.464 0.034
N 1.555 0.935 -0.025
C 0.276 1.174 -0.112
H -2.512 0.744 -0.198
H 2.513 -0.972 -0.337
H 1.367 -0.970 1.033
H -0.130 2.183 -0.157

Forces on the atoms, in the same order (eV/Å):
0.3 0.8 -0.1
-0.4 -0.5 0.0
0.1 -0.4 -0.2
-0.8 0.4 -1.2
-0.3 -0.8 0.6
-0.6 -0.1 0.2
0.3 0.1 0.1
0.0 -0.2 0.0
-0.2 0.1 -0.2
1.3 0.8 0.7
0.1 -0.2 0.0

## Properties
HOMO level: -10.35 eV
Spin multiplicity: 1
Gap between HOMO and LUMO: 9.902 eV
Energy relative to the best compared isomer or geometry (same formula, charge and spin): 219.8 kJ/mol
LUMO level: -0.5 eV
Structure (SMILES): O=CC1=NCN=C1

Atom-resolved charges from natural (NBO), all expressed in e: O -0.472; C 0.399; C -0.039; N -0.280; C -0.147; N -0.373; C 0.024; H 0.114; H 0.242; H 0.321; H 0.211

=====

[5]
Entry from the OMol25 dataset: a 9-piece molecular cluster, C4H22O9 overall (wB97M-V/def2-TZVPD).

Element x y z (Å)
C 0.766 -2.379 2.907
C 0.738 -1.732 1.752
C -0.301 -1.865 0.715
C -1.105 -0.919 0.249
O -2.093 -1.080 -0.672
H 1.608 -2.335 3.587
H 0.024 -3.119 3.209
H 1.552 -1.039 1.515
H -0.540 -2.878 0.441
H -0.907 0.154 0.270
H -2.151 -1.902 -1.186
O 2.589 -1.779 -2.507
H 2.999 -0.992 -2.091
H 3.200 -2.432 -2.139
O -0.036 -0.953 -2.515
H 0.860 -1.314 -2.587
H -0.509 -1.098 -3.338
O -3.680 -1.805 3.256
H -3.155 -1.011 3.168
H -4.284 -1.885 2.519
O 0.942 3.596 -2.382
H 1.400 3.835 -3.189
H 1.347 2.752 -2.077
O 1.883 1.139 -1.522
H 1.272 0.392 -1.569
H 1.755 1.482 -0.606
O -1.445 2.544 -1.080
H -1.150 3.251 -1.670
H -1.629 1.805 -1.672
O 1.399 1.967 0.967
H 0.498 1.958 1.374
H 1.809 2.772 1.293
O -1.038 1.804 2.133
H -1.168 0.849 2.102
H -1.447 2.217 1.344

Forces on the atoms, in the same order (eV/Å):
0.1 -0.9 0.2
0.5 0.9 -0.3
-0.6 -0.4 0.8
0.7 0.2 -1.7
-1.0 0.1 -0.1
0.0 0.4 -0.1
-0.1 0.3 -0.3
-0.2 -0.1 0.2
-0.2 -0.4 -0.1
0.0 -0.2 0.7
0.7 0.1 0.8
1.3 0.5 0.8
-0.6 0.2 -0.5
-0.5 -0.5 -0.3
-0.2 0.2 0.3
-0.1 -0.4 -0.4
0.3 0.0 -0.1
0.1 -0.5 0.6
-0.1 0.2 -0.3
0.1 0.3 -0.3
0.0 -0.1 0.2
0.1 0.0 -0.1
-0.3 0.2 -0.4
0.3 -0.2 0.3
-0.3 0.3 -0.2
0.1 -0.2 -0.1
-0.3 -0.1 0.1
0.4 -0.1 0.1
0.0 0.0 0.1
-0.2 0.1 0.4
0.5 -0.1 -0.1
0.1 0.1 0.0
-0.1 0.6 -0.2
-0.2 0.2 -0.2
0.0 -0.6 0.3

## Properties
HOMO level: -8.79 eV
Spin multiplicity: 1
Gap between HOMO and LUMO: 9.115 eV
Energy relative to the best compared isomer or geometry (same formula, charge and spin): 79.9 kJ/mol
LUMO level: 0.3 eV
Structure (SMILES): C=C/C=C/O.O.O.O.O.O.O.O.O

Atom-resolved charges from natural (NBO), all expressed in e: C -0.377; C -0.223; C -0.337; C 0.153; O -0.705; H 0.199; H 0.196; H 0.212; H 0.205; H 0.178; H 0.492; O -0.958; H 0.494; H 0.483; O -0.991; H 0.502; H 0.477; O -0.945; H 0.472; H 0.474; O -0.996; H 0.466; H 0.504; O -1.010; H 0.488; H 0.509; O -0.979; H 0.502; H 0.478; O -0.989; H 0.505; H 0.482; O -0.954; H 0.487; H 0.509

=====

Number 1: total energy -82838.3510 eV. Number 2: total energy -109957.8816 eV. Number 3: total energy -9438.9935 eV. Number 4: total energy -9238.2099 eV. Number 5: total energy -22931.4965 eV.